# 1
Below is C51H73BiN9O3PSe as an isolated structure, with properties calculated with ωB97M-V with the def2-TZVPD basis set.

The geometry in XYZ format:
```
139
Properties=species:S:1:pos:R:3
Bi 1.4361 -0.7404 0.5775
N 2.7152 0.9860 1.8958
C 3.7348 1.7128 1.1569
C 4.8303 2.2705 1.7455
C 5.7609 3.0040 0.9730
C 5.5579 3.1857 -0.3643
C 4.4259 2.6110 -0.9970
C 4.1403 2.7629 -2.3742
C 3.0311 2.1681 -2.9076
C 2.2141 1.3917 -2.0710
N 2.4442 1.2200 -0.7846
C 3.5244 1.8478 -0.2320
H 1.9436 1.6320 2.0709
H 3.0646 0.7026 2.8081
H 4.9856 2.1731 2.8173
H 6.6265 3.4355 1.4596
H 6.2522 3.7721 -0.9548
H 4.8060 3.3540 -2.9941
H 2.7794 2.2788 -3.9555
H 1.3514 0.8755 -2.4754
O 1.8164 -5.2160 6.2663
C 2.6541 -5.4834 5.1708
C 2.3877 -4.4409 4.1268
C 2.8540 -4.5783 2.8237
C 2.6191 -3.5677 1.9246
N 1.9473 -2.4405 2.2377
C 1.4290 -2.3305 3.4819
C 1.6537 -3.3015 4.4393
C 0.5719 -1.1423 3.7557
C 0.0143 -0.9040 4.9989
C -0.8235 0.1913 5.1916
C -1.4287 0.4659 6.5402
O -0.8465 -0.4063 7.4726
C -1.0857 1.0094 4.0998
C -0.4981 0.7202 2.8873
N 0.3296 -0.3227 2.7126
H 1.9706 -5.8592 6.9667
H 2.4900 -6.4749 4.7409
H 3.7163 -5.4199 5.4357
H 3.4020 -5.4607 2.5109
H 2.9750 -3.6481 0.9049
H 1.2518 -3.2183 5.4374
H 0.2160 -1.5382 5.8489
H -2.5108 0.3223 6.4588
H -1.2632 1.5156 6.7933
H -1.2588 -0.2934 8.3362
H -1.7329 1.8764 4.1897
H -0.6766 1.3201 2.0036
N -3.5131 -4.1566 -2.8597
C -2.3292 -3.6369 -2.0591
C -1.1046 -4.4727 -2.4164
C 0.0984 -4.1360 -1.5219
N 0.7291 -2.8262 -1.8443
C -0.3085 -4.2538 -0.0521
C -1.4963 -3.3767 0.3316
N -1.1307 -1.9394 0.3870
C -2.6888 -3.7049 -0.5805
H -3.3471 -4.1079 -3.8651
H -4.3658 -3.6329 -2.6609
H -3.6999 -5.1341 -2.6332
H -2.2136 -2.6004 -2.3871
H -0.8357 -4.3449 -3.4687
H -1.3445 -5.5321 -2.2662
H 0.8514 -4.8975 -1.7159
H 0.0833 -2.2019 -2.3221
H 1.4937 -2.9753 -2.4940
H 0.5426 -4.0157 0.5869
H -0.5765 -5.2958 0.1433
H -1.8026 -3.6493 1.3404
H -1.7080 -1.4510 1.0656
H -1.2914 -1.4502 -0.4896
H -3.5225 -3.0372 -0.3536
H -3.0099 -4.7278 -0.3447
Se 5.1061 -1.4676 1.4552
N 3.8610 -1.3289 0.1476
C 4.5254 -1.4273 -1.0055
C 3.9642 -1.3888 -2.3139
C 4.7963 -1.4951 -3.3841
C 6.2173 -1.6464 -3.2545
C 6.8037 -1.6779 -2.0377
C 5.9701 -1.5647 -0.8792
N 6.4370 -1.5824 0.3537
H 2.8991 -1.2515 -2.4568
H 4.3757 -1.4553 -4.3822
H 6.8219 -1.7378 -4.1484
H 7.8725 -1.7907 -1.9078
O -0.8852 1.1263 -0.2732
P -1.8277 2.1595 -0.9124
C -1.5253 2.2699 -2.6994
C -1.5743 0.8963 -3.4031
C -1.4466 1.1043 -4.9113
C -2.6917 1.8363 -5.4615
C -3.4239 2.6358 -4.3731
C -2.4374 3.3085 -3.4194
C -1.7679 3.8894 -0.2854
C -1.6763 4.0134 1.2679
C -0.3327 4.5856 1.7443
C 0.8064 4.0246 0.9004
C 0.7078 4.5303 -0.5486
C -0.7433 4.8277 -0.9476
C -3.6052 1.7504 -0.7069
C -3.9621 0.3095 -1.1750
C -5.0913 -0.3154 -0.3419
C -6.1745 0.7238 -0.0725
C -5.6252 1.8347 0.8384
C -4.0974 1.9921 0.7330
H -0.4883 2.6233 -2.7463
H -2.5180 0.3876 -3.1961
H -0.7824 0.2486 -3.0217
H -1.3126 0.1501 -5.4233
H -0.5426 1.6908 -5.1086
H -3.3818 1.1188 -5.9069
H -2.3910 2.5091 -6.2655
H -4.1020 1.9855 -3.8079
H -4.0520 3.3964 -4.8351
H -2.9817 3.9273 -2.7034
H -1.8129 3.9960 -3.9933
H -2.7590 4.2394 -0.5899
H -1.8334 3.0425 1.7367
H -2.4868 4.6515 1.6230
H -0.1988 4.3583 2.8040
H -0.3330 5.6745 1.6647
H 0.7138 2.9300 0.8821
H 1.7804 4.2842 1.3282
H 1.1311 3.7943 -1.2274
H 1.2987 5.4400 -0.6671
H -0.8503 4.8393 -2.0327
H -1.0022 5.8364 -0.6199
H -4.1252 2.4646 -1.3561
H -3.0719 -0.3225 -1.1481
H -4.2959 0.3532 -2.2139
H -4.7069 -0.6987 0.6123
H -5.5170 -1.1685 -0.8794
H -7.0563 0.2664 0.3753
H -6.4953 1.1434 -1.0313
H -5.8827 1.6298 1.8784
H -6.1010 2.7826 0.5842
H -3.5929 1.2850 1.4037
H -3.8352 2.9917 1.0716
```

Its net charge is +4. The LUMO energy comes out at -9.82 eV. The max |F| is 0.690 eV/A. The frontier orbital gap comes out at 7.735 eV. The energy above the lowest of the compared OMol25 structures with the same formula, charge and spin is 0.5951 eV.

---

# 2
Below is C51H78N3O22Pb as an isolated structure in a non-equilibrium geometry, with properties calculated with ωB97M-V with the def2-TZVPD basis set.

The geometry in XYZ format:
```
155
Properties=species:S:1:pos:R:3
Pb 6.4578 -15.1010 14.6061
O 0.3252 -22.8078 2.4379
H -0.5140 -23.1719 2.7289
H 0.9391 -22.8075 3.1759
H 0.0596 -21.9010 2.2683
C 3.8400 -20.7324 9.5819
C 3.7980 -20.7996 8.2375
C 4.5751 -19.9132 7.2634
O 4.5664 -20.1475 5.9913
C 5.3476 -18.9174 7.7486
C 5.4056 -18.6226 9.1701
C 4.6431 -19.6435 10.2030
O 4.9323 -19.4484 11.4015
O 5.9367 -17.6118 9.6359
O 2.8960 -21.7184 7.9124
H 3.3498 -21.3966 10.2783
H 5.8909 -18.2423 7.1041
C 23.0784 -19.3086 7.6025
O 21.8847 -18.4652 7.7233
C 20.9485 -18.9108 8.7752
C 19.6882 -17.8959 8.8835
N 18.3969 -18.3372 8.3526
C 18.6507 -18.7188 6.9767
C 17.2465 -18.9528 6.3004
O 16.3395 -17.7631 6.5492
C 14.9368 -18.1319 6.3045
H 22.8157 -20.2970 7.2255
H 23.7689 -19.4651 8.4312
H 23.6114 -18.8744 6.7567
H 21.4968 -19.0124 9.7118
H 20.5046 -19.8720 8.5162
H 19.9403 -16.9879 8.3358
H 19.6498 -17.5521 9.9172
H 17.8093 -17.5220 8.2510
H 19.0971 -19.7094 7.0630
H 19.2343 -17.9562 6.4610
H 16.7580 -19.8863 6.5799
H 17.2368 -18.9463 5.2105
H 14.8103 -18.5128 5.2910
H 14.2557 -17.3006 6.4864
H 14.6106 -18.9289 6.9727
C -1.5583 -19.9227 4.9483
O -1.9132 -21.3369 4.6142
C -3.3544 -21.4779 4.6507
C -3.5862 -23.0680 4.6089
N -3.4928 -23.6253 3.3160
C -4.0473 -25.0028 3.4110
C -3.1440 -25.9794 4.1173
O -1.8645 -25.7905 3.6140
C -0.8321 -26.4984 4.2434
H -0.4693 -19.9492 4.9093
H -1.7941 -19.6640 5.9806
H -1.9184 -19.1421 4.2782
H -3.7376 -20.9253 3.7928
H -3.8405 -21.0447 5.5248
H -4.4986 -23.3157 5.1512
H -2.8464 -23.5016 5.2817
H -4.3007 -23.2750 2.8212
H -4.3123 -25.2301 2.3784
H -4.9980 -24.8732 3.9282
H -3.3384 -27.0305 3.9039
H -3.2322 -25.8401 5.1947
H -0.2696 -26.8465 3.3771
H -1.1872 -27.3763 4.7831
H -0.2912 -25.8000 4.8820
C 10.2653 -17.2332 13.2056
O 9.9873 -17.0767 14.6132
C 10.1244 -18.2797 15.3677
C 10.1017 -17.8350 16.8207
N 8.6829 -17.5108 17.1104
C 7.8731 -18.6742 17.3692
C 6.4846 -18.5039 17.8625
O 5.7870 -17.3782 17.3428
C 4.6819 -16.8758 18.0826
H 9.9462 -16.3765 12.6120
H 9.8665 -18.1738 12.8258
H 11.3494 -17.2945 13.1113
H 11.0678 -18.7593 15.1067
H 9.3091 -18.9671 15.1423
H 10.6179 -16.8993 17.0356
H 10.4585 -18.6051 17.5046
H 8.7412 -16.8428 17.8657
H 8.2655 -19.3397 18.1381
H 7.8362 -19.3054 16.4813
H 6.5133 -18.2861 18.9302
H 5.9151 -19.4252 17.9850
H 4.4294 -15.8403 17.8541
H 4.9662 -16.9247 19.1337
H 3.7929 -17.4760 17.8886
C 7.9881 -26.3783 15.0302
C 6.9472 -25.4661 14.9490
C 5.8852 -25.5232 15.7868
C 5.6606 -26.6651 16.5715
C 6.6512 -27.6820 16.5763
C 7.8577 -27.4134 15.9052
O 8.9306 -28.1907 16.1172
O 4.9098 -24.5437 15.6933
H 8.8208 -26.3664 14.3425
H 7.0289 -24.6319 14.2679
H 4.8805 -26.7741 17.3104
H 6.5966 -28.5648 17.1961
H 9.7464 -28.0692 15.6259
H 5.0324 -23.9333 14.9625
C -1.2156 -29.8197 10.8817
C -0.7349 -31.1241 10.9637
C 0.6190 -31.3340 11.1671
C 1.5434 -30.2747 11.2010
C 1.0951 -28.9978 11.0121
C -0.3016 -28.7910 10.9129
O -0.7738 -27.4943 10.9340
O 1.0401 -32.6256 11.3132
H -2.2688 -29.6150 10.7588
H -1.4297 -31.9508 10.9811
H 2.6055 -30.4700 11.2057
H 1.7827 -28.1730 10.8957
H -0.2799 -26.9283 10.3362
H 1.8571 -32.6020 10.8096
C 5.4630 -15.2432 -0.8758
C 4.9424 -14.3539 -1.7677
C 5.2680 -14.4773 -3.1266
C 6.2183 -15.4351 -3.5271
C 6.7909 -16.3298 -2.7124
C 6.3726 -16.1971 -1.3655
O 6.9180 -17.1021 -0.5121
O 4.6801 -13.6291 -4.0042
H 5.1416 -15.2123 0.1548
H 4.1876 -13.6685 -1.4114
H 6.5743 -15.5295 -4.5423
H 7.4059 -17.1092 -3.1375
H 6.2599 -17.3950 0.1225
H 3.9879 -13.1746 -3.5187
C 8.0423 -9.5733 6.0459
C 7.2366 -10.6952 6.2363
C 5.9520 -10.5053 6.6772
C 5.3826 -9.2552 6.5780
C 6.1470 -8.1203 6.2098
C 7.5175 -8.2962 5.9674
O 8.3375 -7.2034 5.6446
O 5.2421 -11.5091 7.1149
H 9.1096 -9.6554 5.9025
H 7.7161 -11.6137 6.5408
H 4.3575 -9.0075 6.8109
H 5.7412 -7.1403 6.0069
H 9.2556 -7.3142 5.9023
H 5.7075 -12.3428 7.2152
C 8.9041 -25.0204 6.5290
C 8.3151 -25.6651 5.2519
O 9.4530 -26.0502 4.6207
C 10.5051 -26.0743 5.4488
O 11.6248 -26.4721 5.1990
O 10.1016 -25.7492 6.6509
H 8.2933 -24.8938 7.4229
H 9.1733 -24.0333 6.1530
H 7.8779 -24.7914 4.7686
H 7.6565 -26.4860 5.5357
```

Its net charge is +1. The LUMO energy comes out at -5.91 eV. The max |F| is 6.389 eV/A. The frontier orbital gap comes out at 1.870 eV.

---

# 3
Below is C51H80Br17FO3 as an isolated structure in a non-equilibrium geometry, with properties calculated with ωB97M-V with the def2-TZVPD basis set.

The geometry in XYZ format:
```
152
Properties=species:S:1:pos:R:3
C 2.6814 9.8329 0.1053
C 2.1804 9.0074 1.4453
C 0.7885 9.6864 1.9089
C -0.2040 8.7349 2.7649
C 0.5176 7.7013 3.7725
C 1.0508 6.3221 3.1246
C 0.2598 5.8011 1.8152
C 0.4678 4.1831 1.7128
C -0.2568 3.6021 0.3557
C -1.8762 3.8460 0.3778
C -2.7332 2.4710 0.3425
C -2.8098 2.0218 -1.2436
C -1.8455 0.7111 -1.3935
C -2.5877 -0.6411 -0.8158
C -1.4324 -1.7359 -0.3864
C -1.4701 -2.1097 1.1987
C -0.0214 -2.0795 1.9293
C 0.8367 -3.4723 1.7074
C 1.4650 -3.3211 0.2005
C 0.8532 -4.1407 -1.0057
C 1.4887 -3.8954 -2.4463
C 2.6814 -2.8682 -2.5763
C 3.3267 -2.0578 -1.3392
C 2.6970 -2.3015 0.0879
C 4.5516 -1.0155 -1.6419
O 5.6074 -0.9498 -0.9043
C 4.3279 -0.1137 -2.9893
C 4.6838 1.4303 -3.0245
Br 5.4715 2.3114 -1.3876
C 4.3680 2.2296 -4.3886
C 3.7136 1.4433 -5.6050
C 3.3607 2.2935 -6.9283
C 1.7489 2.3966 -7.0617
C 0.9558 2.5747 -5.6676
F 1.2565 3.8140 -4.9556
C 3.3817 -0.1311 -5.5693
O 2.8035 -0.8516 -6.6809
C 3.6903 -0.9281 -4.2286
C 3.3549 -2.5201 -4.0278
O 3.5737 -3.4156 -4.9241
H 1.9793 10.7262 -0.1249
H 2.5713 9.1067 -0.8022
H 3.7877 10.1394 0.2024
H 2.1037 7.9074 1.1147
H 2.9740 9.1545 2.2691
H 1.0428 10.6093 2.5517
H 0.2076 10.0888 0.9759
H -0.9982 8.2433 2.0585
H -0.8344 9.4585 3.4399
H 1.4580 8.2576 4.1979
H -0.1770 7.5226 4.6883
H 2.1932 6.3221 2.8842
H 0.9162 5.4945 3.9422
H -0.8778 6.0778 1.8365
H 0.6760 6.2645 0.8412
H 1.6074 3.9716 1.5665
H 0.0608 3.6575 2.6586
H -0.0257 2.4673 0.3481
H 0.1367 4.1608 -0.5821
H -2.1563 4.4062 1.3513
H -2.2425 4.5257 -0.4968
H -2.2463 1.5942 0.9295
H -3.8462 2.6462 0.6554
H -3.8898 1.6846 -1.5263
H -2.4531 2.8926 -1.9332
H -0.8702 0.8225 -0.7804
H -1.5487 0.5366 -2.5067
H -3.3085 -0.4050 0.0621
H -3.2281 -1.0536 -1.6927
H -0.4200 -1.3116 -0.7482
H -1.7052 -2.7054 -0.9825
H -2.1085 -1.2752 1.7182
H -1.9908 -3.1396 1.3417
H 0.6018 -1.2139 1.4556
H -0.1518 -1.8136 3.0478
H 0.0793 -4.3382 1.7370
H 1.6449 -3.5045 2.5272
H -0.0373 -4.8784 -0.8478
H 1.0849 -4.4368 -3.3761
H 3.0994 -1.7224 0.9963
H 4.5641 3.3604 -4.4910
H 3.7568 3.3820 -6.7755
H 3.7880 1.8698 -7.9094
H 1.2521 1.5198 -7.6265
H 1.5340 3.3554 -7.6945
H -0.1824 2.6322 -5.9401
H 1.0494 1.6776 -4.9387
H 1.8148 -0.7945 -6.6423
Br 1.7156 6.5192 -1.4591
C 1.0956 6.4672 -3.3076
C 0.5800 7.8149 -3.7492
Br -1.1951 8.1661 -3.0220
H 0.3467 5.6757 -3.3699
H 1.9712 6.1788 -3.8928
H 0.4530 7.8420 -4.8336
H 1.2196 8.6443 -3.4417
Br 0.0440 0.8834 4.0428
C 1.8349 0.4958 3.3736
C 2.8729 1.3354 4.0766
Br 2.8675 3.1656 3.4048
H 1.8117 0.6514 2.2932
H 1.9916 -0.5656 3.5795
H 3.8772 0.9595 3.8710
H 2.7250 1.3912 5.1566
Br -0.4846 -7.1753 1.5097
C -1.5928 -7.6930 3.0289
C -2.9411 -7.0180 2.9771
Br -2.8192 -5.1516 3.5297
H -1.0256 -7.4580 3.9313
H -1.7007 -8.7765 2.9453
H -3.6308 -7.4796 3.6870
H -3.3906 -7.0266 1.9828
Br -6.7251 -7.4227 2.5163
C -6.8148 -6.7379 0.6921
C -6.4316 -7.7987 -0.3106
Br -4.4993 -8.0591 -0.3587
H -6.1752 -5.8542 0.6527
H -7.8546 -6.4345 0.5536
H -6.7020 -7.4882 -1.3219
H -6.8787 -8.7721 -0.1026
Br -5.5452 -8.1037 6.2679
C -7.2425 -8.7698 6.9607
C -8.3013 -8.7925 5.8856
Br -8.9924 -7.0033 5.5358
H -7.5061 -8.1423 7.8139
H -7.0282 -9.7814 7.3120
H -9.1675 -9.3730 6.2103
H -7.9417 -9.1866 4.9332
Br 6.4297 1.1949 -4.2321
C 8.2353 0.8370 -4.9023
C 9.2627 1.6815 -4.1877
Br 9.2407 3.5209 -4.8365
H 8.2129 1.0037 -5.9815
H 8.4059 -0.2246 -4.7069
H 10.2721 1.3197 -4.3951
H 9.1117 1.7234 -3.1072
Br 4.1534 -2.0434 3.9965
C 5.9117 -1.3669 4.5019
C 6.5882 -2.2854 5.4898
Br 5.8431 -2.0715 7.2791
H 5.7658 -0.3544 4.8827
H 6.4770 -1.3210 3.5686
H 7.6454 -2.0311 5.5901
H 6.4959 -3.3416 5.2308
Br -9.5529 -8.0334 -2.6186
C -10.3482 -9.5742 -1.7255
C -11.0047 -9.1751 -0.4266
Br -9.6801 -8.8778 0.9734
H -9.5551 -10.3136 -1.5998
H -11.0890 -9.9591 -2.4294
H -11.6381 -9.9818 -0.0514
H -11.5961 -8.2611 -0.5042
```

The LUMO energy comes out at -1.22 eV. The max |F| is 6.379 eV/A. The frontier orbital gap comes out at 6.943 eV.